a) {
  "formula": "C6H12O3",
  "method": "wB97M-V/def2-TZVPD",
  "homo_energy_ev": -10.12,
  "gap_ev": 10.965,
  "species": ["O", "C", "C", "C", "C", "C", "C", "O", "H", "H", "H", "H", "H", "H", "H", "H", "H", "H", "O", "H", "H"],
  "xyz": [[-1.16560, 3.26803, -1.28683], [-1.23992, 1.86378, -1.21624], [-1.43668, 1.21600, 0.17502], [-2.46948, 0.25378, -0.45117], [-2.55329, 1.18637, -1.68006], [-0.03520, 1.38741, -2.00606], [1.29195, 1.22502, -1.40435], [0.42197, 0.06294, -1.79426], [-1.97351, 3.64781, -0.92994], [-0.56015, 0.78114, 0.67186], [-1.90862, 1.93661, 0.85699], [-2.03165, -0.72108, -0.69857], [-3.39808, 0.09336, 0.11024], [-3.39662, 1.88770, -1.60796], [-2.54957, 0.73014, -2.67953], [-0.07229, 1.67214, -3.06317], [2.15831, 1.41502, -2.04276], [1.39242, 1.43255, -0.33529], [2.68241, -1.25358, -0.79989], [1.87864, -1.53078, -1.37375], [3.42667, -1.15626, -1.39909]]
}


b) {
  "formula": "C6H12O3",
  "method": "wB97M-V/def2-TZVPD",
  "homo_energy_ev": -9.51,
  "gap_ev": 9.923,
  "species": ["C", "C", "C", "C", "C", "C", "O", "O", "O", "H", "H", "H", "H", "H", "H", "H", "H", "H", "H", "H", "H"],
  "xyz": [[-1.36885, -0.93917, -0.22119], [-0.41634, -2.04714, 0.14963], [-1.27859, -0.20703, -1.31711], [0.00668, -1.90914, 1.61826], [0.76469, 2.76741, -0.81008], [1.11292, 1.50777, -0.06168], [0.64087, 1.43972, 1.19734], [0.69481, -2.13541, -0.70270], [1.76504, 0.60184, -0.50843], [0.09131, 2.20544, 1.42522], [1.20490, -1.31358, -0.62687], [-2.17156, -0.78598, 0.48986], [-0.94320, -3.00154, 0.02398], [-1.98840, 0.57146, -1.54427], [-0.48925, -0.36867, -2.03199], [-0.86496, -1.89672, 2.26687], [0.56101, -0.97473, 1.74993], [0.63874, -2.74503, 1.89332], [1.16222, 3.63752, -0.29114], [1.19158, 2.72198, -1.81058], [-0.31360, 2.87092, -0.88833]]
}


c) {
  "formula": "C6H12O3",
  "method": "wB97M-V/def2-TZVPD",
  "homo_energy_ev": -8.47,
  "gap_ev": 9.269,
  "species": ["C", "C", "C", "C", "C", "C", "O", "O", "O", "H", "H", "H", "H", "H", "H", "H", "H", "H", "H", "H", "H"],
  "xyz": [[1.08711, -0.06287, -0.03029], [0.50451, 1.15829, 0.15876], [-2.76869, 0.70838, 0.40289], [1.88856, -0.65389, 1.10293], [1.52360, -0.48841, -1.40875], [-1.12290, -1.07522, 0.14707], [-1.86748, -0.02340, -0.40364], [0.11034, 2.02457, -0.79678], [-0.93107, -2.08496, -0.48463], [0.27022, 1.63223, -1.66608], [0.30854, 1.55062, 1.14735], [-1.15414, -1.04797, 1.25886], [-2.53597, 1.76628, 0.26093], [-2.68242, 0.45445, 1.46419], [-3.78067, 0.50031, 0.05193], [2.95692, -0.47477, 0.97610], [1.74412, -1.73494, 1.10560], [1.57625, -0.25806, 2.06775], [0.69728, -0.95160, -1.95256], [1.89637, 0.33080, -2.02587], [2.27952, -1.26984, -1.37576]]
}


Stability ranking, top and bottom: b) is the most stable and a) is the least stable.